[1]
C31H27F5GeO5PScTe | ωB97M-V with the def2-TZVPD basis set

Structure (XYZ):
```
72
Properties=species:S:1:pos:R:3
Te 2.810 1.396 -1.363
Ge 0.635 -3.487 0.437
Sc 0.917 -0.221 0.537
P -2.106 1.872 -0.140
F 3.753 2.970 -1.141
F 2.146 1.951 -2.973
F 0.076 0.533 -1.071
F 2.247 -0.356 -1.916
F 4.408 0.823 -2.075
O -0.351 -1.176 1.677
O 0.527 1.819 1.156
O -0.330 -1.878 0.390
O 2.821 0.719 0.291
O 1.334 2.778 -0.728
C 0.090 -4.210 -1.275
C -4.860 0.565 2.432
C 2.497 -1.662 2.557
C -2.960 1.702 -1.698
C -3.969 2.612 -2.022
C 5.099 -0.795 2.077
C -4.223 2.758 3.219
C -0.696 -4.000 3.009
C -3.204 1.846 1.245
C -2.614 0.668 -2.565
C 4.477 -1.646 1.135
C -4.283 1.455 -4.104
C -4.988 1.605 3.346
C 2.486 -2.863 0.360
C -3.321 2.882 2.178
C 3.181 -3.206 -0.779
C 0.064 -4.522 1.964
C 3.122 -0.819 3.438
C 0.445 -5.864 1.991
C 5.146 -2.044 -0.044
C -3.287 0.549 -3.772
C -0.893 3.227 -0.110
C 0.072 -6.677 3.051
C 4.434 -0.372 3.192
C 0.434 2.547 0.149
C -1.069 -4.820 4.067
C -4.623 2.486 -3.235
C -0.685 -6.153 4.089
C 4.517 -2.813 -0.979
C 3.142 -2.076 1.361
C -3.970 0.679 1.384
H -1.101 3.917 0.707
H -3.027 -0.247 -4.455
H -4.801 1.361 -5.049
H -0.992 -4.325 -1.262
H 6.114 -0.468 1.886
H -5.451 -0.334 2.543
H -1.816 -0.013 -2.303
H 0.371 -7.716 3.066
H -4.331 3.563 3.933
H -1.662 -4.414 4.876
H 4.916 0.293 3.896
H -5.687 1.515 4.167
H -0.897 3.753 -1.061
H 1.515 -2.050 2.796
H -4.243 3.404 -1.335
H -5.401 3.189 -3.499
H -3.853 -0.130 0.673
H 2.695 -3.788 -1.553
H -0.998 -2.962 2.991
H 0.540 -5.187 -1.450
H -0.978 -6.785 4.916
H 5.030 -3.107 -1.885
H 1.037 -6.284 1.184
H 0.373 -3.537 -2.082
H -2.733 3.784 2.092
H 2.612 -0.516 4.343
H 6.165 -1.713 -0.200
```

Calculated values
- orbital gap (spin up / spin down) (hartree) = 0.266 / 0.203
- charge = +1
- relative energy (zero: lowest compared OMol25 entry of this formula, charge and spin) (kcal per mole) = 60.76
- LUMO (spin up / spin down) (eV) = -3.657 / -5.359
- spin multiplicity = 2

[2]
C31H27F5GeO5PScTe | ωB97M-V with the def2-TZVPD basis set

Structure (XYZ):
```
72
Properties=species:S:1:pos:R:3
Te -2.876 -2.004 -2.085
Ge 0.670 -1.559 0.915
Sc -0.263 -0.594 -2.641
P 0.252 2.109 -2.304
F -4.522 -1.706 -1.332
F -2.285 -2.292 -0.343
F -3.100 -3.825 -2.052
F -1.138 -2.511 -2.871
F -3.645 -2.101 -3.744
O -2.300 -0.300 -2.232
O 0.105 0.111 -4.378
O 0.084 -1.064 -0.752
O 1.150 1.314 -5.961
O 1.271 -1.031 -1.624
C 2.034 2.222 -1.922
C -0.999 -2.692 5.112
C 1.986 -3.983 1.575
C 0.206 4.817 -1.487
C 4.732 2.242 -1.209
C -1.272 -1.239 3.171
C -2.118 -2.141 5.703
C -1.749 5.852 -0.537
C 1.364 -6.196 0.884
C -0.582 -2.255 3.851
C -1.800 3.531 -1.144
C 0.166 2.472 -4.109
C -1.545 0.321 1.321
C 2.428 2.615 -0.642
C 0.537 1.240 -4.934
C 0.880 -3.456 0.904
C -0.849 -0.765 1.906
C 0.017 -4.314 0.222
C -2.438 4.653 -0.632
C 3.007 1.837 -2.840
C 3.768 2.633 -0.290
C -3.127 0.350 3.131
C -2.837 -1.139 5.043
C 4.349 1.846 -2.481
C -2.424 -0.675 3.790
C -2.671 0.853 1.908
C 2.287 -0.582 1.264
C 2.225 -5.350 1.568
C 0.265 -5.678 0.211
C -0.431 5.934 -0.968
C -0.475 3.605 -1.571
H -0.881 2.697 -4.331
H 1.231 4.892 -1.828
H -4.023 0.753 3.586
H -2.239 6.727 -0.131
H 2.061 0.459 1.488
H 2.680 -3.331 2.093
H 1.680 2.928 0.079
H -3.471 4.592 -0.316
H 4.061 2.956 0.701
H -3.206 1.656 1.421
H -2.336 2.592 -1.234
H 5.095 1.546 -3.205
H -1.196 0.730 0.381
H 0.782 3.327 -4.385
H 0.286 -2.715 3.394
H 3.087 -5.752 2.084
H 1.553 -7.261 0.870
H 2.743 1.539 -3.847
H -3.719 -0.710 5.502
H 0.100 6.874 -0.908
H 2.894 -0.631 0.361
H -0.845 -3.927 -0.306
H -2.446 -2.487 6.674
H -0.401 -6.339 -0.327
H 2.837 -1.009 2.102
H 5.779 2.254 -0.937
H -0.443 -3.466 5.622
```

Calculated values
- orbital gap (spin up / spin down) (hartree) = 0.249 / 0.144
- charge = +1
- relative energy (zero: lowest compared OMol25 entry of this formula, charge and spin) (kcal per mole) = 60.41
- LUMO (spin up / spin down) (eV) = -4.366 / -7.214
- spin multiplicity = 2

[3]
C31H27N6O2S2Ti | ωB97M-V with the def2-TZVPD basis set

Structure (XYZ):
```
69
Properties=species:S:1:pos:R:3
Ti 0.333 -0.383 0.077
S 0.938 -0.180 -2.268
S -0.742 -0.217 -4.640
O 1.041 -4.511 0.539
O 3.486 2.119 1.349
N 0.066 -2.524 0.177
N 1.505 1.342 0.639
N -1.559 0.015 -0.883
N -1.095 0.018 1.672
N -1.794 -0.036 -2.234
N 2.078 -1.119 0.884
C 1.109 -3.187 0.560
C -1.760 0.228 3.951
C -1.083 3.729 3.189
C 0.157 3.327 1.162
C 0.062 3.282 2.550
C -3.414 -2.969 -0.375
C -4.733 -2.583 1.598
C -0.909 3.818 0.422
C -3.058 0.522 3.559
C -0.811 -0.009 2.974
C 4.487 -2.134 1.861
C 1.385 2.796 0.460
C -2.291 -3.196 0.408
C -2.581 0.256 -0.144
C -4.634 -2.667 0.217
C 3.463 -3.000 1.470
C -2.059 4.267 1.061
C -2.519 -0.179 -4.959
C 3.089 -0.285 1.284
C 4.289 -0.757 1.769
C -0.960 -3.493 -0.237
C -3.609 -2.801 2.387
C -0.324 -4.843 0.168
C -0.693 -0.127 -2.916
C 2.285 -2.468 0.997
C -2.396 -3.106 1.793
C -2.147 4.224 2.443
C -2.363 0.287 1.290
C 2.741 3.315 0.995
C 2.688 1.089 1.096
C -3.363 0.553 2.212
H -5.508 -2.502 -0.399
H -2.881 4.659 0.477
H -5.685 -2.356 2.061
H 2.639 3.930 1.887
H -1.143 3.700 4.269
H -3.567 0.389 -0.576
H -3.038 4.584 2.941
H -3.000 -1.033 -4.492
H 3.317 3.852 0.245
H -1.484 0.191 4.995
H 5.056 -0.056 2.068
H -1.517 -3.267 2.410
H -3.681 -2.738 3.465
H -0.806 -5.294 1.035
H 5.421 -2.527 2.235
H 0.217 -0.232 3.237
H -2.946 0.745 -4.582
H -4.364 0.769 1.865
H 3.573 -4.074 1.530
H -1.072 -3.432 -1.322
H -2.630 -0.233 -6.040
H -3.336 -3.020 -1.455
H -0.287 -5.562 -0.645
H -0.840 3.853 -0.659
H 0.886 2.892 3.138
H -3.821 0.722 4.300
H 1.287 2.995 -0.610
```

Calculated values
- orbital gap (spin up / spin down) (hartree) = 0.206 / 0.272
- charge = +1
- relative energy (zero: lowest compared OMol25 entry of this formula, charge and spin) (kcal per mole) = 0.00
- LUMO (spin up / spin down) (eV) = -3.308 / -3.500
- spin multiplicity = 3

[4]
C31H28AuBF3GeN3O4 | ωB97M-V with the def2-TZVPD basis set

Structure (XYZ):
```
72
Properties=species:S:1:pos:R:3
Au 1.309 -1.391 -1.590
Ge 0.151 1.769 -0.171
F 5.228 -3.118 4.021
F 5.870 -1.943 2.336
F 4.289 -3.459 2.122
O -1.328 -2.134 -0.203
O 2.880 -1.185 2.343
O -1.482 -2.110 -2.474
O 3.943 -0.766 4.308
N 7.819 -0.456 -1.990
N 3.441 -1.488 -1.899
N 6.179 -3.779 -4.428
C -1.310 4.359 -0.134
C -2.506 5.301 -1.992
C -0.900 3.243 -0.870
C 5.844 -1.922 -2.715
C -2.175 4.195 -2.768
C 4.552 -1.720 -2.233
C 3.753 -1.349 3.229
C 2.800 4.548 1.713
C -1.208 -1.130 2.561
C -2.469 -0.636 2.946
C 2.868 2.503 2.983
C -0.947 0.788 1.079
C 1.983 3.914 0.751
C -2.988 0.552 2.406
C 3.165 3.892 2.858
C -2.621 -2.790 -0.481
C -3.192 -3.893 -2.748
C -2.253 -4.236 -0.054
C -3.766 -1.472 -2.372
C -3.772 -2.256 0.335
C 4.774 -2.473 2.915
C 1.537 2.603 0.983
C 6.017 -2.907 -3.687
C -2.144 5.346 -0.674
C 2.062 1.878 2.062
C -2.770 -2.566 -2.021
C 0.775 0.707 -1.577
C -0.474 -0.388 1.689
C 6.906 -1.090 -2.349
C -2.143 1.310 1.583
C -1.344 3.189 -2.216
B -0.615 -1.950 -1.425
H 3.264 1.901 3.745
H -3.930 0.972 2.702
H 1.613 4.530 -0.080
H -0.858 -2.047 2.947
H -0.989 4.494 0.941
H -3.662 -2.484 1.394
H -4.076 -4.390 -2.320
H -3.725 -0.657 -1.671
H -3.042 -1.241 3.635
H -1.101 2.310 -2.798
H -3.162 6.004 -2.501
H -2.365 -4.596 -2.773
H 0.515 -0.812 1.379
H -3.038 -4.969 -0.304
H -3.412 -3.716 -3.789
H 3.738 4.431 3.594
H -2.012 -4.274 1.028
H -4.758 -2.556 -0.005
H -1.364 -4.570 -0.641
H -2.479 4.066 -3.782
H -2.372 6.169 0.013
H -2.467 2.278 1.263
H 1.930 0.828 2.130
H 1.153 1.172 -2.525
H -4.827 -1.766 -2.380
H -3.809 -1.158 0.385
H 3.044 5.580 1.601
H -3.551 -0.989 -3.338
```

Calculated values
- orbital gap (spin up / spin down) (hartree) = 0.224 / 0.261
- charge = -2
- LUMO (spin up / spin down) (eV) = 3.884 / 3.824
- spin multiplicity = 3

[5]
C31H28BN5O3Pt | ωB97M-V with the def2-TZVPD basis set

Structure (XYZ):
```
69
Properties=species:S:1:pos:R:3
Pt -2.026 -0.278 -1.112
O -2.130 2.779 -1.048
O 7.598 -4.159 6.392
O -2.322 1.114 -2.538
N 2.280 -2.970 3.018
N 3.550 -1.380 2.131
N -0.085 0.181 -0.821
N -3.930 -0.781 -1.237
N -1.577 -1.702 0.256
C 1.845 -0.390 0.506
C 0.200 -2.478 1.685
C 0.590 1.159 -1.396
C -0.661 -3.453 2.206
C 6.659 -3.676 5.548
C -4.177 4.896 -5.144
C 1.924 1.415 -1.067
C 2.328 -1.280 1.513
C -0.733 3.655 -4.114
C -3.043 3.252 -3.201
C 6.866 -2.624 4.661
C -1.945 -3.528 1.730
C 5.826 -2.212 3.839
C -4.424 3.436 -3.219
C -2.224 3.870 -4.143
C 4.390 -3.882 4.781
C 8.881 -3.557 6.372
C 1.563 -2.276 2.082
C -4.783 5.800 -6.184
C 2.553 0.648 -0.119
C -2.803 4.688 -5.103
C -2.451 2.355 -2.148
C 0.517 -0.592 0.115
C 5.411 -4.301 5.601
C 4.583 -2.826 3.884
C -5.310 2.724 -2.232
C -0.297 -1.621 0.706
C 3.469 -2.413 3.029
C -4.969 4.261 -4.198
C -2.380 -2.632 0.747
C -5.055 -1.037 -1.215
B -6.579 -1.429 -1.195
H -0.312 3.991 -3.162
H -6.320 3.129 -2.255
H -7.152 -0.565 -0.570
H 9.473 -4.087 7.111
H -2.167 5.174 -5.836
H 4.355 -0.803 1.968
H -0.494 2.595 -4.241
H -4.922 2.815 -1.217
H -5.371 1.658 -2.465
H -2.640 -4.267 2.103
H 9.349 -3.659 5.390
H -6.644 -2.507 -0.639
H -0.243 4.208 -4.913
H 7.821 -2.124 4.600
H -6.044 4.404 -4.222
H -6.945 -1.487 -2.346
H -4.573 6.848 -5.959
H 0.054 1.736 -2.133
H -4.376 5.590 -7.174
H -3.384 -2.659 0.348
H 5.272 -5.117 6.297
H 6.020 -1.391 3.158
H 3.583 0.850 0.149
H 8.825 -2.500 6.643
H 2.441 2.222 -1.566
H 3.423 -4.363 4.818
H -5.864 5.679 -6.228
H -0.296 -4.125 2.971
```

Calculated values
- orbital gap (hartree) = 0.251
- relative energy (zero: lowest compared OMol25 entry of this formula, charge and spin) (kcal per mole) = 0.00
- LUMO (eV) = -1.332

[6]
C31H28BrN3O6SSe2SiTe2V | ωB97M-V with the def2-TZVPD basis set

Structure (XYZ):
```
76
Properties=species:S:1:pos:R:3
Te -2.771 1.352 3.581
Te -5.384 1.575 3.597
Br -4.930 0.881 -4.405
Se -0.506 1.171 3.479
Se 1.203 1.877 4.514
V 1.407 0.686 2.941
S 3.438 0.368 4.107
Si 0.705 -2.107 1.088
O 1.444 1.724 1.558
O 3.242 0.990 5.423
O 4.628 -0.395 4.010
O 0.900 -0.692 1.776
O 3.332 1.410 3.073
O 2.218 -0.508 3.899
N -0.040 4.398 -3.977
N -0.934 3.038 1.127
N 0.922 4.407 -3.194
C -3.416 1.999 -4.139
C -1.135 2.259 -3.499
C 1.942 -3.354 1.906
C -1.279 4.593 -1.131
C -2.273 4.488 -0.189
C 1.392 -0.779 -1.397
C -3.482 3.331 -4.519
C -3.112 -3.879 0.709
C -2.071 3.660 0.921
C -1.168 -2.517 1.177
C 0.056 3.123 0.224
C 2.360 2.588 -0.410
C 1.515 -3.612 3.351
C 2.027 -4.692 1.175
C -2.039 -1.555 1.685
C 1.087 -1.983 -0.775
C -2.362 4.124 -4.411
C -1.741 -3.687 0.678
C -3.948 -2.920 1.265
C 1.596 -0.698 -2.764
C 1.196 -3.049 -2.943
C 0.984 -3.111 -1.579
C 1.498 -1.837 -3.543
C 2.198 3.287 -1.590
C -3.412 -1.743 1.764
C 0.973 3.844 -1.943
C -2.246 1.456 -3.631
C 3.341 -2.729 1.897
C -1.169 3.604 -3.890
C -0.093 3.850 -0.987
C 1.304 2.451 0.488
H -1.595 -0.593 2.034
H -2.201 0.417 -3.343
H -1.110 -4.455 0.248
H 1.453 0.118 -0.795
H -3.532 -4.785 0.291
H 3.658 -2.466 0.883
H 0.719 -4.056 -1.133
H -0.217 1.836 -3.119
H -1.390 5.259 -1.975
H 1.639 -1.779 -4.614
H 0.533 -4.087 3.394
H 1.441 -2.676 3.906
H -2.869 3.507 1.671
H 4.082 -3.415 2.321
H -2.392 5.162 -4.708
H 2.692 -5.373 1.713
H 2.427 -4.556 0.171
H -5.015 -3.068 1.306
H 1.046 -5.159 1.106
H 1.827 0.255 -3.226
H -3.197 5.034 -0.272
H -4.057 -0.962 2.209
H -4.404 3.732 -4.913
H 2.244 -4.240 3.875
H 3.303 2.104 -0.180
H 3.006 3.332 -2.307
H 1.115 -3.946 -3.545
H 3.391 -1.826 2.505
```

Calculated values
- orbital gap (spin up / spin down) (hartree) = 0.186 / 0.181
- charge = -2
- relative energy (zero: lowest compared OMol25 entry of this formula, charge and spin) (kcal per mole) = 70.55
- LUMO (spin up / spin down) (eV) = 3.416 / 3.400
- spin multiplicity = 2

[7]
C31H28BrN4O5Rh | ωB97M-V with the def2-TZVPD basis set

Structure (XYZ):
```
70
Properties=species:S:1:pos:R:3
Rh 0.057 0.808 0.166
Br 3.455 -1.777 1.756
O 2.531 4.070 -0.296
O 1.184 2.308 -0.529
O 0.378 0.446 2.053
O -0.629 -0.292 3.909
O 1.272 -1.080 -0.392
N -1.377 -0.592 0.530
N 1.868 -1.704 -2.492
N 1.417 -3.298 -0.838
N 3.045 0.743 0.714
C 2.296 2.884 -0.194
C -0.569 -0.162 2.710
C -1.588 -0.811 1.804
C 2.300 -4.311 -1.389
C -3.077 4.613 2.633
C -2.625 -1.687 -2.721
C 3.399 1.954 0.284
C -2.779 3.817 1.499
C -2.234 4.650 3.704
C 5.709 1.482 0.608
C -0.727 3.118 2.610
C -1.610 3.008 1.503
C -3.615 3.846 0.354
C -4.032 -2.628 -1.010
C 5.350 0.228 1.072
C 0.831 -3.625 0.450
C -2.153 -1.204 -0.413
C 3.994 -0.067 1.107
C -3.737 -2.470 -2.332
C 1.496 -1.984 -1.197
C 1.314 -2.448 -3.612
C -3.463 -2.201 1.372
C -1.033 3.910 3.678
C -2.633 -1.621 2.281
C -2.171 2.260 -0.727
C -3.235 -2.013 -0.015
C 2.160 -0.310 -2.781
C -1.366 2.175 0.371
C 4.719 2.370 0.215
C -1.852 -1.064 -1.786
C -3.303 3.110 -0.746
H 2.762 -0.262 -3.689
H -4.490 4.486 0.362
H 0.480 -1.896 -4.060
H -3.986 5.202 2.626
H -3.919 3.157 -1.635
H 0.197 -4.508 0.347
H 1.251 0.284 -2.936
H -1.964 1.671 -1.617
H 4.934 3.371 -0.131
H 0.204 2.572 2.596
H -2.735 -1.746 3.349
H 0.940 -3.414 -3.288
H -0.344 3.975 4.510
H 2.929 -3.885 -2.164
H -4.879 -3.228 -0.700
H -4.347 -2.948 -3.086
H -2.388 -1.581 -3.771
H -4.287 -2.830 1.689
H -2.474 5.259 4.567
H 2.947 -4.694 -0.595
H 2.074 -2.602 -4.380
H 6.754 1.760 0.554
H 1.606 -3.828 1.194
H 1.736 -5.150 -1.803
H 2.715 0.134 -1.959
H -1.000 -0.466 -2.086
H 6.081 -0.497 1.395
H 0.236 -2.788 0.801
```

Calculated values
- orbital gap (hartree) = 0.248
- relative energy (zero: lowest compared OMol25 entry of this formula, charge and spin) (kcal per mole) = 31.98
- LUMO (eV) = -0.845